[1]
DFT (ωB97M-V/def2-TZVPD) results for a cluster of 11 separate species, C66H66 in total at a distorted geometry.

The HOMO-LUMO gap comes out at 9.63 eV. Its SMILES is c1ccccc1.c1ccccc1.c1ccccc1.c1ccccc1.c1ccccc1.c1ccccc1.c1ccccc1.c1ccccc1.c1ccccc1.c1ccccc1.c1ccccc1. The spin multiplicity is 1. The value obtained for the energy is -69510.2341 eV. For the LUMO energy, the calculation gives 0.6 eV.

Geometry (Å):
C  0.99862  -3.00036  4.01721
C  -0.26230  -2.58944  3.53667
C  -1.35743  -2.75607  4.32655
C  -1.25316  -3.40185  5.50714
C  -0.06866  -3.86212  5.99482
C  1.07580  -3.57405  5.27253
H  1.90746  -3.03178  3.43461
H  -0.33198  -2.15445  2.55060
H  -2.33355  -2.50239  3.94025
H  -2.07243  -3.62667  6.17395
H  -0.12210  -4.35038  6.95667
H  2.03943  -3.92407  5.61211
C  -0.08584  6.38863  4.29095
C  -1.48890  6.34388  4.20296
C  -2.05917  5.40403  3.35262
C  -1.20781  4.57331  2.59477
C  0.17416  4.60565  2.75347
C  0.75165  5.52140  3.56124
H  0.37438  7.16590  4.88293
H  -2.03734  7.02532  4.83640
H  -3.13176  5.36353  3.23298
H  -1.53728  3.91499  1.80454
H  0.70908  3.97939  2.05487
H  1.83042  5.55289  3.60218
C  4.30680  0.52743  0.61354
C  4.00068  1.89577  0.50226
C  3.41170  2.59447  1.51351
C  3.05443  1.96188  2.61286
C  3.37153  0.58698  2.84722
C  3.93924  -0.11987  1.81750
H  4.61664  -0.07420  -0.22815
H  4.30038  2.35212  -0.42958
H  3.15860  3.63106  1.34672
H  2.72649  2.55376  3.45460
H  3.05297  0.01278  3.70466
H  4.06848  -1.17560  2.00495
C  3.65065  -4.47338  0.16561
C  4.12369  -3.75567  -0.89827
C  3.71579  -2.43453  -1.10345
C  2.67408  -1.94445  -0.35611
C  2.08823  -2.68062  0.65722
C  2.67768  -3.95065  0.94461
H  4.09654  -5.44820  0.29722
H  4.81389  -4.19588  -1.60270
H  4.10853  -1.77308  -1.86149
H  2.19842  -1.04598  -0.72065
H  1.18990  -2.30393  1.12361
H  2.15416  -4.55067  1.67421
C  -0.69837  0.28332  -6.21547
C  -1.85509  0.91707  -5.74176
C  -2.62510  0.31671  -4.76917
C  -2.17264  -0.89608  -4.17428
C  -1.03570  -1.51427  -4.68909
C  -0.32207  -0.97795  -5.75898
H  -0.11606  0.72745  -7.00923
H  -2.24028  1.83154  -6.16812
H  -3.51655  0.77372  -4.36562
H  -2.81259  -1.34407  -3.42851
H  -0.79150  -2.46902  -4.24724
H  0.52160  -1.49694  -6.18940
C  0.55545  4.60639  -1.42565
C  1.00527  5.38184  -2.51549
C  0.43527  5.23701  -3.72622
C  -0.59082  4.31502  -3.90171
C  -0.91878  3.45325  -2.89640
C  -0.33780  3.59328  -1.67338
H  0.86704  4.78312  -0.40679
H  1.58183  6.28661  -2.39151
H  0.78646  5.79026  -4.58469
H  -1.12411  4.15831  -4.82769
H  -1.59669  2.63038  -3.06881
H  -0.52319  2.86767  -0.89522
C  1.46319  2.16285  6.48117
C  0.23092  2.62562  6.12656
C  -0.75943  1.69577  5.85518
C  -0.48291  0.38406  5.99816
C  0.77537  -0.10017  6.20449
C  1.76905  0.81535  6.51279
H  2.27186  2.79151  6.82354
H  0.07669  3.69059  6.03464
H  -1.76929  2.00965  5.63593
H  -1.23858  -0.35160  5.76541
H  0.99519  -1.15549  6.13826
H  2.82125  0.64137  6.68316
C  4.55826  -0.93198  -4.62459
C  5.14687  0.22267  -4.09523
C  4.50547  1.07441  -3.30179
C  3.16111  0.83403  -2.95996
C  2.51551  -0.22448  -3.52227
C  3.24444  -1.08679  -4.30104
H  5.10760  -1.60511  -5.26609
H  6.20690  0.32782  -4.27321
H  5.00965  1.91138  -2.84168
H  2.56376  1.52333  -2.38165
H  1.47744  -0.47315  -3.35804
H  2.69976  -1.94847  -4.65774
C  -7.01547  -1.29282  -3.62673
C  -7.26762  -2.48517  -2.92426
C  -6.54303  -2.79950  -1.75331
C  -5.56923  -1.91721  -1.27545
C  -5.43958  -0.70874  -1.89300
C  -6.11420  -0.38518  -3.02690
H  -7.51949  -1.06686  -4.55479
H  -7.96525  -3.18144  -3.36576
H  -6.78734  -3.71221  -1.23017
H  -5.04024  -2.15418  -0.36418
H  -4.70451  -0.10339  -1.38347
H  -5.96847  0.58363  -3.48139
C  -0.68553  0.01094  -0.56310
C  0.26667  0.71888  0.17220
C  0.02849  0.91980  1.58000
C  -1.11940  0.59370  2.16244
C  -2.10712  -0.09011  1.33711
C  -1.90677  -0.34598  0.01660
H  -0.50989  -0.16419  -1.61424
H  1.23978  1.01546  -0.19044
H  0.79073  1.41058  2.16697
H  -1.34976  0.83328  3.19003
H  -3.06335  -0.36069  1.75997
H  -2.69594  -0.85673  -0.51513
C  -2.04659  -3.54760  -1.48314
C  -2.97312  -4.09302  -2.38223
C  -2.63344  -4.93237  -3.42825
C  -1.24660  -5.11452  -3.61928
C  -0.28307  -4.49842  -2.79364
C  -0.69933  -3.74576  -1.68257
H  -2.42902  -2.98284  -0.64576
H  -4.02652  -3.91782  -2.22081
H  -3.41304  -5.36689  -4.03637
H  -0.86682  -5.68649  -4.45296
H  0.76902  -4.59080  -3.01939
H  0.05861  -3.32805  -1.03647

***

[2]
DFT (ωB97M-V/def2-TZVPD) results for an isolated molecule of C5H8ClOP at a distorted geometry.

The HOMO-LUMO gap (spin up / spin down) comes out at 8.29 / 7.47 eV. The spin multiplicity is 1. The value obtained for the energy is -29171.8184 eV. For the LUMO energy (spin up / spin down), the calculation gives -0.8 / -1.0 eV.

Geometry (Å):
C  0.50123  -1.35978  0.21065
C  -0.17751  -2.21354  -0.55832
C  -1.62779  0.08859  -1.39467
C  0.64642  0.02015  -0.15131
C  0.71371  1.09460  0.86579
O  -0.02826  -1.28783  -3.15945
P  -0.93472  -1.41334  -2.01119
Cl  -2.44306  -2.66710  -2.46504
H  0.92143  -1.67505  1.16036
H  -0.22491  -3.27807  -0.39809
H  -2.29355  0.07503  -0.55282
H  -1.63523  0.94007  -2.04888
H  1.07713  0.22024  -1.12258
H  0.42187  2.05395  0.44295
H  1.74658  1.19346  1.21592
H  0.08363  0.87222  1.72398

***

[3]
DFT (ωB97M-V/def2-TZVPD) results for a structure of composition C31H29N6O5PW.

The HOMO-LUMO gap (spin up / spin down) comes out at 7.91 / 7.26 eV. The spin multiplicity is 3. The value obtained for the energy is -62899.5651 eV. The total charge is +2. For the LUMO energy (spin up / spin down), the calculation gives -6.3 / -6.9 eV.

Geometry (Å):
W  -0.12613  -0.52374  1.05668
N  1.92572  -0.20715  1.99517
C  1.85608  0.15456  3.43568
C  0.43635  -0.09810  3.90462
O  0.12314  -0.42053  5.00522
O  -0.42915  0.11485  2.89296
H  2.33007  -1.13914  1.91124
H  2.55058  0.43809  1.51695
H  2.07162  1.21585  3.55648
H  2.56493  -0.42026  4.02447
O  0.96297  -2.47772  1.04912
C  0.91362  -2.29605  -0.20542
O  -0.17078  -1.78780  -0.69143
C  2.10213  -2.25561  -1.07969
C  2.83095  -3.35393  -1.49416
C  3.85656  -3.17277  -2.41260
C  4.13035  -1.90898  -2.91432
C  3.40812  -0.80418  -2.47775
C  2.40337  -0.95857  -1.53130
P  1.44195  0.46593  -0.89937
C  0.68475  1.18381  -2.37942
C  -0.29849  0.45612  -3.05777
C  -0.90014  0.99994  -4.18016
C  -0.52550  2.26101  -4.63250
C  0.45610  2.97927  -3.96505
C  1.06331  2.44511  -2.83430
C  2.55925  1.73668  -0.24189
C  3.91574  1.84624  -0.54177
C  4.66126  2.89134  -0.01141
C  4.06348  3.83276  0.81260
C  2.71295  3.72773  1.12588
C  1.96595  2.68245  0.60780
H  2.58218  -4.34247  -1.12994
H  4.42595  -4.02606  -2.75493
H  4.90793  -1.77856  -3.65473
H  3.61681  0.17014  -2.90208
H  -0.57649  -0.53192  -2.71563
H  -1.65678  0.43762  -4.71121
H  -0.99310  2.67794  -5.51496
H  0.76059  3.95252  -4.32724
H  1.82428  3.01276  -2.31341
H  4.40513  1.11684  -1.17059
H  5.71496  2.96724  -0.24499
H  4.65010  4.64578  1.21915
H  2.24556  4.45695  1.77440
H  0.91618  2.59913  0.86899
N  -6.07884  -4.61650  1.91611
C  -4.77447  -4.85071  2.17363
O  -4.31110  -5.89939  2.55393
C  -3.82297  -3.69989  1.92651
C  -2.89510  -3.38645  2.91091
C  -1.94229  -2.42804  2.65554
N  -1.86238  -1.80026  1.46533
C  -2.75966  -2.10304  0.51234
C  -3.75784  -3.03022  0.71148
H  -6.73743  -5.36150  2.08200
H  -6.43265  -3.70034  1.70723
H  -2.90388  -3.90195  3.86118
H  -1.22612  -2.14778  3.41471
H  -2.65644  -1.59174  -0.43427
H  -4.45309  -3.24827  -0.08810
N  -2.55336  3.88129  -1.29446
C  -2.61473  2.95296  -0.32073
C  -1.60386  1.98810  -0.17088
N  -1.67226  1.05111  0.77137
C  -2.73067  1.07301  1.60066
C  -3.70200  2.04532  1.44964
N  -3.66194  2.97210  0.50520
H  -1.82308  3.88455  -1.98378
H  -3.29972  4.55227  -1.36598
H  -0.77077  1.97797  -0.84952
H  -2.76956  0.35124  2.39753
H  -4.54819  2.07102  2.12507

***

[4]
DFT (ωB97M-V/def2-TZVPD) results for an isolated molecule of C20H25FN2O3S2 at a distorted geometry.

The HOMO-LUMO gap comes out at 9.14 eV. Its SMILES is CC(C)(C)SCCNC(=O)CN(c1ccccc1)S(=O)(=O)c1ccc(F)cc1. The spin multiplicity is 1. The value obtained for the energy is -54656.8527 eV. For the LUMO energy, the calculation gives 0.6 eV.

Geometry (Å):
C  -4.07845  -1.33217  1.12692
C  -3.72461  -0.03953  0.39520
C  -4.84792  0.36629  -0.54654
C  -3.40435  1.05599  1.40401
S  -2.19705  -0.50599  -0.56550
C  -1.95004  0.75891  -1.86238
C  -1.52567  2.13433  -1.35486
N  -0.50115  2.05883  -0.34379
C  0.70236  2.63507  -0.46887
O  1.07116  3.24828  -1.45137
C  1.58705  2.46677  0.78038
N  2.06566  1.11703  0.98891
C  3.19223  0.63221  0.31605
C  3.84053  -0.50376  0.79775
C  4.93755  -1.01372  0.12877
C  5.41101  -0.40054  -1.01891
C  4.77570  0.73428  -1.49137
C  3.67016  1.24996  -0.83881
S  1.13371  0.05612  1.88326
O  1.80391  -0.37368  3.07194
O  -0.14027  0.70112  2.07752
C  0.91829  -1.35699  0.79921
C  0.74098  -2.59352  1.38980
C  0.52327  -3.70620  0.59651
C  0.49534  -3.54008  -0.77792
F  0.29326  -4.61558  -1.55667
C  0.67464  -2.30513  -1.37837
C  0.87982  -1.19898  -0.57317
H  -3.25371  -1.63435  1.76870
H  -4.96451  -1.18484  1.74104
H  -4.27276  -2.13253  0.41663
H  -5.00457  -0.39633  -1.30665
H  -5.77059  0.48152  0.01985
H  -4.63500  1.31385  -1.03689
H  -4.22278  1.14382  2.11722
H  -2.49437  0.81787  1.95092
H  -3.27814  2.02129  0.92050
H  -1.16000  0.31924  -2.47124
H  -2.85426  0.83372  -2.46400
H  -1.11898  2.71922  -2.18562
H  -2.39266  2.66734  -0.94931
H  -0.70729  1.53643  0.50384
H  1.00259  2.73593  1.66259
H  2.44374  3.14061  0.69654
H  3.49819  -0.96683  1.70775
H  5.42970  -1.89335  0.51579
H  6.26940  -0.80054  -1.53642
H  5.13562  1.22533  -2.38311
H  3.18123  2.12377  -1.23808
H  0.78322  -2.66801  2.46470
H  0.37723  -4.68533  1.02368
H  0.64553  -2.22241  -2.45274
H  1.01604  -0.22479  -1.01340

***

[5]
DFT (ωB97M-V/def2-TZVPD) results for an isolated molecule of C6H12O.

The HOMO-LUMO gap comes out at 8.91 eV. The spin multiplicity is 1. The value obtained for the energy is -8460.0181 eV. For the LUMO energy, the calculation gives 1.0 eV.

Geometry (Å):
C  -0.26939  -1.05908  -1.51115
C  0.55936  -0.27313  -0.52221
C  1.92000  0.12337  -1.05845
C  0.46389  1.71931  1.05903
O  -0.18429  0.94654  -0.25131
C  -0.90553  1.16165  1.02853
C  -1.30560  -0.03120  1.85481
H  0.23889  -1.99483  -1.76152
H  -1.25490  -1.27992  -1.09078
H  -0.40041  -0.46706  -2.42313
H  0.69374  -0.81049  0.41825
H  1.82141  0.71797  -1.97308
H  2.48812  -0.78310  -1.29280
H  2.45984  0.70098  -0.30403
H  0.37259  2.74287  0.66472
H  -1.75740  1.81074  0.79772
H  -0.46136  -0.68600  2.07916
H  -2.12001  -0.60884  1.40249
H  -1.65814  0.36937  2.81186

***

[6]
DFT (ωB97M-V/def2-TZVPD) results for a structure of composition C34H40N4O3P2Pt at a distorted geometry.

The HOMO-LUMO gap (spin up / spin down) comes out at 5.93 / 4.44 eV. The spin multiplicity is 3. The value obtained for the energy is -69828.5768 eV. For the LUMO energy (spin up / spin down), the calculation gives -0.6 / -2.8 eV.

Geometry (Å):
Pt  0.01183  0.68053  -1.54614
C  -1.72175  1.47885  -6.38721
C  -1.74284  0.15424  -6.20350
C  -0.87251  -0.83892  -6.91450
C  0.58716  -0.40144  -7.19026
C  1.25435  0.32757  -6.06197
C  0.93178  1.49858  -5.48373
C  0.41987  2.66841  -6.25036
C  -0.73222  2.26613  -7.18187
C  1.29300  1.20541  0.03047
H  -2.56978  2.08400  -6.05786
H  -2.65297  -0.30080  -5.80239
H  -1.32035  -1.08234  -7.89505
H  -0.85287  -1.78519  -6.35360
H  1.16289  -1.32472  -7.36842
H  0.63550  0.14974  -8.13510
H  2.23825  -0.12823  -5.82603
H  1.25740  1.73920  -4.47629
H  1.21526  3.13792  -6.84719
H  0.05417  3.40485  -5.53202
H  -1.21961  3.17485  -7.55352
H  -0.35115  1.73166  -8.05434
H  0.75925  2.06360  0.45385
H  2.28249  1.50609  -0.30842
H  1.36481  0.43400  0.80368
P  1.56975  -0.53327  -2.50339
P  -1.67722  -0.49208  -2.40723
N  2.76167  0.66253  -3.02945
N  2.64234  -1.67225  -1.79106
N  -2.68224  0.74521  -3.06176
N  -2.89315  -1.45283  -1.57618
C  0.62631  -1.48295  -3.73633
C  -0.90243  -1.66991  -3.52913
C  2.68962  2.03924  -2.74189
C  3.73336  2.68087  -3.39392
C  4.47254  1.68705  -4.09936
C  3.86024  0.45584  -3.85835
C  3.22123  -1.55683  -0.51857
C  4.10053  -2.62069  -0.32811
C  4.08988  -3.40320  -1.53442
C  3.21981  -2.78184  -2.41859
C  -2.41538  2.09683  -2.82607
C  -3.39888  2.85128  -3.44950
C  -4.28587  1.95603  -4.11282
C  -3.80060  0.67286  -3.88171
C  -4.25030  -1.67584  -1.85606
C  -4.71814  -2.71499  -1.06650
C  -3.61750  -3.17409  -0.26731
C  -2.51942  -2.41142  -0.62135
H  1.08651  -2.46543  -3.88984
H  0.77149  -0.91564  -4.66509
H  -1.42988  -1.62091  -4.49087
H  -1.10698  -2.66180  -3.09731
H  1.88710  2.41856  -2.12164
H  3.93397  3.73810  -3.34614
H  5.33657  1.84551  -4.72138
H  4.10135  -0.53933  -4.19368
H  2.94660  -0.74225  0.12176
H  4.69560  -2.78995  0.56259
H  4.66690  -4.30035  -1.73840
H  2.94576  -3.02063  -3.43151
H  -1.54973  2.37977  -2.22974
H  -3.47480  3.92714  -3.42985
H  -5.16184  2.20033  -4.69821
H  -4.14957  -0.28233  -4.23962
H  -4.78118  -1.04766  -2.55971
H  -5.72873  -3.10232  -1.06526
H  -3.63093  -3.96249  0.48296
H  -1.50833  -2.42762  -0.24085
O  -2.68777  2.04665  2.35323
C  -2.36873  1.10586  3.24586
C  -2.66977  1.31876  4.60918
C  -2.35158  0.35070  5.55297
C  -1.75264  -0.85214  5.15159
C  -1.44197  -1.06680  3.80604
C  -1.71465  -0.09239  2.84355
C  -1.22640  -0.22651  1.41872
O  -0.46357  -1.17498  1.13215
O  -1.60949  0.69518  0.58184
H  -2.31194  1.66472  1.46510
H  -3.14937  2.25236  4.89103
H  -2.57482  0.52165  6.60443
H  -1.52844  -1.62396  5.88735
H  -0.96158  -1.98445  3.45683

***

[7]
DFT (ωB97M-V/def2-TZVPD) results for a cluster of 2 separate species, C4H9NO in total.

The HOMO-LUMO gap comes out at 9.34 eV. The spin multiplicity is 1. The value obtained for the energy is -7828.4963 eV. For the LUMO energy, the calculation gives 0.5 eV.

Geometry (Å):
C  0.91333  1.62071  0.80145
C  -0.02720  1.37890  -0.33353
O  -1.73560  0.62465  0.61958
C  -1.35226  -0.56186  0.43559
N  -0.25085  -0.76011  -0.20831
C  0.33412  -2.05966  -0.44672
H  0.37606  1.69781  1.74872
H  1.67147  0.83965  0.87562
H  1.41419  2.58325  0.62070
H  -0.78444  2.14256  -0.47116
H  0.42899  1.09257  -1.27330
H  -1.95503  -1.39313  0.82736
H  0.46507  -2.24229  -1.52067
H  -0.28611  -2.87380  -0.04485
H  1.32323  -2.13480  0.02357

***

[8]
DFT (ωB97M-V/def2-TZVPD) results for a cluster of 2 separate species, C2H2Br2S2 in total at a distorted geometry.

The HOMO-LUMO gap (spin up / spin down) comes out at 6.90 / 6.96 eV. The spin multiplicity is 1. The value obtained for the energy is -163858.6703 eV. For the LUMO energy (spin up / spin down), the calculation gives -2.7 / -2.6 eV.

Geometry (Å):
C  0.51594  -0.18502  0.24182
C  -0.11666  -0.06174  -0.87867
S  2.07382  -0.13087  0.81174
S  -1.85503  -0.33754  -1.11319
Br  -1.23891  -0.30597  2.37982
Br  0.81737  0.08614  -2.66951
H  2.06969  1.11982  1.15890
H  -2.26622  -0.18483  0.06908